Entry 1:
C6H13NO | ωB97M-V/def2-TZVPD

Each line ends with the Mulliken charge.
Atoms and positions in Å:
C1 0.4472 -0.0703 -0.1946  1.419
C2 -0.6383 0.8830 -0.2765  -0.047
C3 -0.5110 -1.5815 0.4357  -0.756
C4 1.0168 -0.5010 -1.5397  -1.638
C5 1.5253 0.1349 0.8559  -1.761
C6 -0.8651 1.9112 0.7977  -1.441
N1 -1.7317 -1.4235 -0.1717  -0.124
O1 -2.1772 -0.1668 -0.1063  -0.468
H1 -1.7878 -1.8123 -1.1162  0.284
H2 -0.8766 1.2300 -1.2799  0.377
H3 -0.5429 -1.3578 1.4974  0.356
H4 0.0109 -2.4972 0.1753  0.406
H5 1.1090 0.3648 1.8354  0.381
H6 1.6609 -1.3746 -1.4320  0.364
H7 0.2214 -0.7513 -2.2439  0.419
H8 1.6129 0.2977 -1.9872  0.401
H9 2.1854 0.9591 0.5736  0.395
H10 2.1368 -0.7636 0.9543  0.400
H11 -0.8960 1.4452 1.7834  0.304
H12 -1.8223 2.4048 0.6402  0.396
H13 -0.0776 2.6692 0.7992  0.330

Multiplicity   1
LUMO   0.863 eV
Maximum force   2.46 eV/A
Highest occupied orbital energy   -8.17 eV
Energy above the lowest of the compared OMol25 structures with the same formula, charge and spin   87.1 kcal per mole

---

Entry 2:
C4H9NP | ωB97M-V/def2-TZVPD

Each line ends with the Mulliken charge.
Atoms and positions in Å:
C1 0.5421 1.7437 0.0514  -0.456
C2 -0.9456 1.4110 0.1222  -1.061
C3 0.5775 -1.0616 0.0977  0.352
C4 -0.4178 -2.0775 0.3431  -0.868
N1 1.3851 -0.7716 -0.8493  -0.175
P1 1.6511 0.3548 0.5677  0.168
H1 0.8252 2.0281 -0.9681  0.361
H2 0.7644 2.6004 0.6934  0.381
H3 -1.2791 1.3065 1.1549  0.320
H4 -1.5252 2.2124 -0.3365  0.356
H5 -1.1678 0.4853 -0.4100  0.296
H6 -1.2502 -1.6961 0.9356  0.317
H7 0.0529 -2.8574 0.9538  0.354
H8 -0.7720 -2.5345 -0.5806  0.360
H9 1.5594 -1.1435 -1.7753  0.294

Multiplicity   1
LUMO   -4.447 eV
Maximum force   1.51 eV/A
Highest occupied orbital energy   -14.68 eV
Charge   +1
Energy above the lowest of the compared OMol25 structures with the same formula, charge and spin   21.0 kcal per mole

---

Entry 3:
H11O5S | ωB97M-V/def2-TZVPD

Each line ends with the Mulliken charge.
Atoms and positions in Å:
S1 -1.1258 -1.5490 -1.7264  -0.853
H1 -0.9490 -2.8099 -2.1512  0.018
H2 -0.3243 -2.2720 0.3540  0.294
H3 -0.6783 -3.2846 1.3603  0.269
O1 0.0523 -2.7175 1.1461  -0.606
H4 1.6939 -0.1639 1.3671  0.290
H5 1.8336 0.5578 0.0821  0.387
O2 1.5943 0.7335 1.0089  -0.681
H6 0.9867 -0.7368 -1.5019  0.275
H7 2.1985 -0.2767 -2.3809  0.258
O3 1.8606 -0.2846 -1.4925  -0.653
H8 0.1747 2.0225 1.6425  0.397
H9 -0.0167 3.3220 0.9513  0.306
O4 -0.3667 2.8169 1.7155  -0.689
H10 -2.2082 1.0633 -0.7340  0.307
H11 -2.0228 1.8878 0.5160  0.358
O5 -2.7028 1.6913 -0.1569  -0.678

Multiplicity   1
LUMO   3.614 eV
Maximum force   1.32 eV/A
Highest occupied orbital energy   -4.03 eV
Charge   -1
Energy above the lowest of the compared OMol25 structures with the same formula, charge and spin   14.2 kcal per mole

---

Entry 4:
N2 | ωB97M-V/def2-TZVPD

Each line ends with the Mulliken charge.
Atoms and positions in Å:
N1 0.2430 0.5205 0.5702  0.000
N2 -0.2430 -0.5205 -0.5702  0.000

Multiplicity   1
LUMO   -2.236 eV
Maximum force   16.64 eV/A
Highest occupied orbital energy   -12.37 eV
Energy above the lowest of the compared OMol25 structures with the same formula, charge and spin   181.1 kcal per mole

---

Entry 5:
C10H20N2O4 | ωB97M-V/def2-TZVPD

Each line ends with the Mulliken charge.
Atoms and positions in Å:
C1 -1.0258 -2.1491 1.5232  0.362
C2 -0.1370 -1.4783 0.4298  0.065
C3 -2.2654 -2.7687 0.8364  -0.132
C4 -3.1755 -1.7014 0.2690  -0.784
C5 0.9614 0.7848 0.0382  0.159
C6 1.7192 1.6780 0.9527  0.164
C7 0.1484 1.5408 -0.9879  -1.241
C8 0.9562 2.3850 -1.9812  0.594
C9 1.8958 1.4991 -2.8814  -1.255
C10 -0.0689 3.1751 -2.9193  -1.283
H1 -1.8498 -0.5996 2.6463  0.305
H2 -0.4046 -1.2818 3.3126  0.307
H3 -0.5707 -3.1323 1.7932  0.252
H4 -2.7385 -3.2679 1.7762  0.350
H5 -1.3068 -3.2325 -0.6760  0.443
H6 -2.8018 -1.4705 -1.0104  0.166
H7 -4.2946 -2.0571 0.2230  0.305
H8 -3.0354 -0.4787 0.8075  0.168
H9 -0.1459 0.0445 1.7418  0.353
H10 1.5861 0.1461 -0.4934  0.346
H11 -0.3752 0.7957 -1.6166  0.555
H12 -0.5185 2.1653 -0.5001  0.376
H13 1.5650 3.1627 -1.5450  0.320
H14 1.3267 0.7888 -3.4706  0.316
H15 2.4676 2.1042 -3.6398  0.372
H16 2.6183 0.8613 -2.2094  0.277
H17 -0.7986 3.6568 -2.3066  0.370
H18 -0.6390 2.1939 -3.1264  0.313
H19 0.1694 3.8425 -3.7596  0.334
H20 3.0924 2.8335 1.1518  0.386
N1 -1.2843 -1.5034 2.8196  -0.751
N2 0.3217 -0.2623 0.8584  -0.132
O1 0.1100 -1.9583 -0.7035  -0.772
O2 -1.9370 -3.6797 -0.1157  -0.578
O3 1.3146 2.0392 2.0128  -0.592
O4 2.9301 2.0354 0.4912  -0.437

Multiplicity   1
LUMO   0.456 eV
Maximum force   4.65 eV/A
Highest occupied orbital energy   -9.54 eV
Energy above the lowest of the compared OMol25 structures with the same formula, charge and spin   91.3 kcal per mole

---

Entry 6:
C33H63B3Cl16IN3O6PS | ωB97M-V/def2-TZVPD

Each line ends with the Mulliken charge.
Atoms and positions in Å:
C1 -0.4022 4.0502 -4.4137  -0.638
C2 -1.2859 3.0725 -3.3865  -0.025
C3 -0.2572 2.6201 -2.1918  -0.173
C4 -0.8576 1.4347 -1.1983  0.403
N1 -0.8256 1.8729 0.2494  -0.212
C5 -0.4607 0.7027 1.1839  1.098
B1 -1.6134 -0.4652 1.1012  0.849
O1 -2.9992 -0.1593 0.5963  -0.706
O2 -1.4309 -1.8887 1.5540  -0.735
C6 1.1476 0.2485 1.1145  -0.888
I1 2.4222 1.9311 0.3865  0.197
C7 1.4402 -1.1481 0.3099  0.214
C8 2.9865 -1.3625 -0.1860  0.012
C9 4.0948 -2.1466 0.7890  -0.372
C10 5.6498 -2.4534 0.3707  -0.553
C11 6.1863 -1.9648 -1.1045  -0.522
C12 5.1539 -1.1766 -2.1095  -0.445
C13 3.5907 -0.8878 -1.6655  -0.082
C14 2.5981 -0.0936 -2.7238  1.113
C15 1.5093 0.3227 2.7457  0.041
B2 2.8330 -0.2007 3.5668  0.514
N2 3.0229 -1.5566 4.2202  -0.515
O3 3.9597 0.7779 3.7124  -0.647
N3 0.6001 0.9564 3.5951  -0.082
B3 0.7817 1.1589 5.0986  1.391
C16 1.6158 2.5137 5.6293  -0.912
O4 0.2511 0.2661 6.1521  -0.522
C17 -0.5487 1.3848 2.6720  -0.935
S1 -0.2992 3.2682 2.6697  -0.169
P1 -2.1012 1.1656 3.7560  0.259
O5 -3.5694 1.6609 2.9640  -0.356
O6 -2.2154 -0.4107 4.4846  -0.479
H1 0.0154 3.4106 -5.3084  0.136
H2 -1.0264 4.9564 -4.8240  0.363
H3 0.5262 4.4404 -3.8095  0.075
H4 -1.7983 2.1882 -3.9612  -0.081
H5 -2.1413 3.7321 -2.9135  0.334
H6 0.7686 2.3367 -2.6780  -0.335
H7 -0.0968 3.5657 -1.4946  0.266
H8 -0.1706 0.4883 -1.3887  -0.504
H9 -1.9290 1.1405 -1.5771  0.339
H10 -1.8134 2.2025 0.4487  0.357
H11 -3.2619 -0.8121 -0.1170  0.274
H12 -1.6890 -2.4116 0.7159  0.266
H13 0.7267 -1.3415 -0.6150  0.149
H14 1.1997 -2.0333 1.0739  0.449
H15 3.6609 -2.5172 1.8332  0.105
H16 6.3073 -3.0518 1.1663  0.287
H17 7.3044 -2.1949 -1.3758  0.288
H18 5.5016 -0.7983 -3.1865  0.257
H19 2.6988 1.0878 -2.6141  -0.156
H20 2.9531 -0.3995 -3.8141  -0.493
H21 1.4955 -0.4742 -2.5064  -0.295
H22 2.2361 -2.2164 4.0359  0.262
H23 3.2393 -1.4528 5.2355  0.227
H24 4.3431 0.6724 4.6458  0.320
H25 2.7026 2.1455 5.9153  0.226
H26 1.1314 3.0084 6.5727  0.302
H27 1.7604 3.2753 4.7342  0.224
H28 0.5994 0.5920 7.0562  0.324
H29 -1.1983 3.7625 3.6392  0.244
H30 -4.1278 0.8068 2.9203  0.240
H31 -1.5735 -1.0676 4.0472  0.304
Cl1 2.9915 -1.9444 -5.2169  -0.170
C18 1.7557 -2.7055 -6.2492  0.518
C19 0.6296 -1.7456 -6.5994  -0.662
Cl2 -0.3740 -1.3412 -5.1842  -0.118
H32 1.3814 -3.5942 -5.7316  -0.041
H33 2.2631 -3.0319 -7.1620  -0.129
H34 -0.0347 -2.2051 -7.3369  0.251
H35 1.0127 -0.8113 -7.0218  0.431
Cl3 -3.6660 -2.2889 -8.1079  -0.175
C20 -4.7219 -1.8582 -6.7398  -0.423
C21 -4.6862 -0.3691 -6.4336  -0.580
Cl4 -3.1150 0.1433 -5.7686  -0.083
H36 -4.4170 -2.4550 -5.8745  0.282
H37 -5.7374 -2.1562 -7.0177  0.336
H38 -5.4422 -0.1261 -5.6814  0.282
H39 -4.8889 0.2311 -7.3262  0.325
Cl5 -0.3626 -6.0855 -5.5312  -0.170
C22 0.5833 -6.6772 -4.1430  -0.522
C23 -0.0122 -6.2394 -2.8141  -0.533
Cl6 0.1437 -4.4842 -2.5528  -0.066
H40 1.6130 -6.3249 -4.2588  0.319
H41 0.5885 -7.7695 -4.2060  0.361
H42 0.5156 -6.7296 -1.9908  0.306
H43 -1.0727 -6.5004 -2.7418  0.322
Cl7 -7.1382 1.6025 3.3661  -0.168
C24 -7.4591 0.8364 4.9416  -0.521
C25 -6.3686 1.1357 5.9583  -0.502
Cl8 -4.8295 0.3379 5.5483  -0.125
H44 -7.5738 -0.2398 4.7788  0.300
H45 -8.4161 1.2307 5.2962  0.365
H46 -6.6657 0.7626 6.9426  0.361
H47 -6.1813 2.2107 6.0440  0.315
Cl9 -2.2600 -1.0216 10.7725  -0.197
C26 -3.5124 -0.3482 9.6999  -0.442
C27 -2.9194 0.5063 8.5906  0.138
Cl10 -2.2150 2.0202 9.2114  -0.158
H48 -4.2159 0.2214 10.3151  0.334
H49 -4.0493 -1.1980 9.2678  0.325
H50 -3.7021 0.7896 7.8810  -0.248
H51 -2.1397 -0.0304 8.0411  0.240
Cl11 2.6644 4.1000 -7.1899  -0.188
C28 3.3685 3.7600 -5.5897  -0.476
C29 3.3593 2.2751 -5.2621  -0.489
Cl12 1.7103 1.6548 -4.9985  -0.013
H52 2.8151 4.3405 -4.8449  0.227
H53 4.3982 4.1292 -5.6120  0.405
H54 3.9161 2.0949 -4.3380  0.205
H55 3.8211 1.6834 -6.0587  0.420
Cl13 4.2302 -3.6064 -9.3849  -0.182
C30 2.9944 -4.3675 -10.4172  -0.492
C31 1.8682 -3.4076 -10.7674  -0.523
Cl14 0.8647 -3.0032 -9.3522  -0.159
H56 2.6200 -5.2563 -9.8996  0.308
H57 3.5017 -4.6939 -11.3300  0.358
H58 1.2040 -3.8671 -11.5049  0.314
H59 2.2514 -2.4733 -11.1897  0.323
Cl15 -0.2060 5.1714 9.3040  -0.177
C32 -0.4981 4.4197 10.8919  -0.420
C33 0.2583 5.1230 12.0080  -0.491
Cl16 2.0188 4.8803 11.8841  -0.185
H60 -0.2234 3.3625 10.8228  0.308
H61 -1.5747 4.4799 11.0774  0.327
H62 -0.0489 4.7194 12.9770  0.315
H63 0.0636 6.2001 12.0107  0.331

Multiplicity   1
LUMO   -3.940 eV
Maximum force   6.63 eV/A
Highest occupied orbital energy   -10.15 eV
Charge   +1

---

Entry 7:
C28H42BrHfN3P2 | ωB97M-V/def2-TZVPD

Each line ends with the Mulliken charge.
Atoms and positions in Å:
C1 3.2129 4.7837 -0.3876  -0.387
C2 2.0786 4.1275 -0.8984  0.209
C3 1.9415 3.9273 -2.2856  -0.347
C4 2.9404 4.4484 -3.1349  -0.414
N1 3.9693 5.1001 -2.6016  -0.470
C5 4.1530 5.3040 -1.3028  -0.419
C6 0.9945 3.8443 0.0030  -0.452
C7 -0.0499 3.6099 0.6122  0.655
C8 -1.1905 2.9083 1.1708  -0.171
C9 -1.0576 1.7748 2.0455  0.094
C10 -2.2413 1.0956 2.3849  -0.149
C11 -3.1750 1.1276 1.3290  0.248
C12 -3.5071 2.3038 0.6916  -0.552
C13 -2.4880 3.2844 0.7944  -0.866
Hf1 -1.3438 -0.7065 1.5243  0.207
P1 1.1502 -0.3825 0.5780  0.864
H1 1.1194 3.3502 -2.6780  0.510
H2 3.3847 4.8332 0.6845  0.463
H3 2.8527 4.2977 -4.2235  0.382
H4 5.0299 5.8561 -0.9363  0.388
H5 -2.6518 4.2911 0.4413  0.597
H6 -0.2132 1.7734 2.7367  0.429
H7 -4.4770 2.5291 0.3020  0.648
H8 -2.3483 0.2239 3.0840  0.731
C14 2.0326 -2.0352 0.7161  -0.692
C15 3.2667 -2.3480 -0.1443  -1.504
H9 1.2582 -2.7765 0.4794  0.579
H10 2.2812 -2.1806 1.7775  0.629
H11 3.5990 -3.3793 0.0256  0.463
H12 3.0795 -2.2343 -1.2179  0.339
H13 4.1251 -1.7151 0.1047  0.318
C16 1.4691 0.1366 -1.2003  -0.230
C17 2.8634 0.5556 -1.6941  -1.500
H14 0.8036 0.9944 -1.3397  0.276
H15 1.0759 -0.6571 -1.8422  0.345
H16 2.8550 0.7039 -2.7852  0.470
H17 3.2021 1.5014 -1.2537  0.211
H18 3.6347 -0.1984 -1.4995  0.317
C18 2.3069 0.8012 1.4596  0.140
C19 3.8215 0.5327 1.4779  -1.549
H19 1.9617 0.8239 2.4971  0.431
H20 2.1071 1.8076 1.0701  -0.228
H21 4.3528 1.2960 2.0681  0.456
H22 4.0632 -0.4357 1.9275  0.379
H23 4.2816 0.5455 0.4845  0.293
Br1 -4.4052 -0.6428 1.2251  0.103
P2 -2.0358 -1.7142 -1.1062  1.114
C20 -0.8411 -2.4867 -2.2289  -0.470
C21 -1.2314 -3.8452 -2.7880  -1.407
H24 0.1055 -2.5497 -1.6736  0.256
H25 -0.6943 -1.7612 -3.0347  0.598
H26 -0.4140 -4.1976 -3.4153  0.454
H27 -1.3765 -4.5996 -2.0108  0.313
H28 -2.1125 -3.8068 -3.4384  0.323
C22 -3.0719 -3.0540 -0.3742  -0.748
C23 -4.4616 -3.2338 -0.9916  -1.522
H29 -3.2133 -2.8419 0.7048  0.551
H30 -2.4894 -3.9855 -0.4240  0.494
H31 -5.0238 -3.9589 -0.3879  0.426
H32 -5.0617 -2.3114 -1.0226  0.348
H33 -4.4101 -3.6714 -2.0003  0.327
C24 -2.9843 -0.5168 -2.1040  -0.519
C25 -3.3226 -0.9151 -3.5388  -1.303
H34 -2.3445 0.3825 -2.1285  0.444
H35 -3.8871 -0.2574 -1.5294  0.325
H36 -3.9324 -0.1143 -3.9644  0.429
H37 -2.4329 -1.0258 -4.1705  0.364
H38 -3.9549 -1.8086 -3.6076  0.285
N2 -0.2866 -0.9536 5.6359  0.036
C26 -0.2571 -2.2890 5.2245  -0.706
C27 -0.3638 -2.2732 3.8643  -0.336
N3 -0.5081 -0.9389 3.4497  0.220
C28 -0.3797 -0.1821 4.5552  -0.260
H39 -0.2555 -0.6382 6.5949  0.297
H40 -0.1878 -3.1088 5.8973  0.442
H41 -0.3282 -3.0611 3.1440  0.485
H42 -0.3620 0.9170 4.5992  0.497

Multiplicity   1
LUMO   -14.411 eV
Maximum force   4.22 eV/A
Highest occupied orbital energy   -18.03 eV
Charge   +4

---

Entry 8:
C13H9AuCl5N3 | ωB97M-V/def2-TZVPD

Each line ends with the Mulliken charge.
Atoms and positions in Å:
Au1 1.8160 1.0784 -0.1503  0.738
Cl1 0.5775 -0.9511 2.2404  -0.171
C1 0.2665 0.6956 2.5184  0.911
C2 0.7075 1.6459 1.6133  -0.687
C3 0.4743 2.9882 1.8600  0.922
Cl2 1.0336 4.1583 0.7698  -0.178
C4 -0.2338 3.4076 3.0095  -0.127
Cl3 -0.4944 5.0559 3.3083  -0.104
C5 -0.7039 2.4418 3.9141  0.383
Cl4 -1.5982 2.9268 5.2825  -0.103
C6 -0.4445 1.0801 3.6828  -0.027
Cl5 -0.9599 -0.0827 4.8079  -0.108
N1 0.3562 2.5946 -5.8865  -0.416
C7 0.4843 2.4499 -4.5714  1.222
C8 -0.4177 1.6824 -3.7982  -0.742
C9 -0.1613 1.4799 -2.4668  -0.258
N2 0.9073 2.0006 -1.8470  -0.504
C10 1.7135 2.8217 -2.5415  -0.285
C11 1.5486 3.0694 -3.8758  -0.764
H1 -0.4087 2.1751 -6.3925  0.221
H2 1.0321 3.1372 -6.4038  0.218
H3 -1.2915 1.2460 -4.2556  0.376
H4 -0.8248 0.8852 -1.8567  0.467
H5 2.5230 3.2847 -2.0011  0.481
H6 2.2335 3.7213 -4.3935  0.354
C12 4.9374 -2.1130 0.7146  -0.856
C13 4.0820 -1.0048 0.5986  0.563
N3 3.3766 -0.0994 0.5243  -0.480
H7 5.0953 -2.5644 -0.2673  0.314
H8 4.4822 -2.8482 1.3794  0.312
H9 5.9023 -1.8129 1.1235  0.328

Multiplicity   1
LUMO (spin up / spin down)   -10.151 / -10.152 eV
Maximum force   1.97 eV/A
Highest occupied orbital energy (spin up / spin down)   -14.81 / -14.81 eV
Charge   +2
Energy above the lowest of the compared OMol25 structures with the same formula, charge and spin   31.3 kcal per mole